{"formula": "C48H83BrN4O7", "method": "ωB97M-V/def2-TZVPD", "symbols": ["H", "C", "C", "H", "H", "H", "H", "C", "C", "H", "H", "C", "H", "H", "C", "C", "C", "C", "H", "C", "C", "N", "C", "H", "C", "H", "C", "C", "H", "H", "H", "H", "Br", "O", "H", "H", "H", "C", "H", "H", "H", "H", "H", "H", "C", "H", "C", "C", "C", "C", "H", "C", "C", "H", "H", "H", "H", "C", "H", "O", "H", "H", "H", "H", "H", "C", "C", "H", "H", "H", "C", "C", "O", "H", "H", "H", "H", "H", "H", "C", "C", "C", "N", "C", "H", "C", "C", "C", "C", "H", "C", "H", "H", "H", "C", "H", "H", "H", "H", "H", "H", "H", "H", "N", "C", "C", "H", "C", "C", "H", "H", "C", "H", "C", "H", "N", "C", "H", "H", "H", "O", "H", "C", "H", "H", "H", "H", "H", "H", "H", "H", "H", "O", "H", "O", "H", "H", "C", "H", "C", "O", "H", "H"], "positions_angstrom": [[-1.46, -6.75, -2.21], [10.66, 2.53, 1.54], [-0.45, 0.85, 1.74], [-8.87, 7.52, -0.03], [-10.39, 4.42, 0.41], [-10.38, 4.80, -1.85], [-5.91, -4.26, -2.91], [-9.72, 4.16, -2.44], [14.57, -1.38, 0.95], [-4.59, -4.55, 0.63], [-5.30, -9.70, -2.63], [2.91, -0.53, -0.34], [-5.31, -9.28, -0.94], [4.67, 2.92, 1.47], [12.78, 0.42, 0.02], [-1.07, 0.79, -0.82], [-2.51, -6.53, -2.39], [-7.84, 5.60, -0.24], [-9.37, 4.73, -3.30], [-8.37, 4.88, 1.02], [-3.24, 3.18, 0.39], [0.56, 0.07, 3.74], [-1.11, -3.19, 3.24], [-7.58, 2.91, -3.50], [14.00, -2.49, -0.09], [0.75, -1.80, 4.86], [-5.25, -7.35, -3.77], [9.24, 1.94, 2.04], [6.79, 1.23, 0.16], [12.12, -0.69, 1.96], [-2.42, -4.53, -1.62], [10.77, -0.04, 0.88], [-4.41, 0.44, 0.83], [-6.35, 4.04, -1.05], [-2.14, 5.04, -0.22], [-4.43, -4.83, -3.69], [-3.71, 3.88, 1.19], [-7.98, 2.48, -2.58], [5.92, 4.11, 0.84], [4.05, 2.18, -1.24], [-0.97, -1.13, 4.59], [-0.71, -4.21, 2.89], [-1.04, 3.83, 0.61], [-2.91, 1.74, -1.84], [-2.92, 1.73, 1.06], [8.35, 3.91, 2.86], [11.81, 1.59, 2.16], [-1.50, 1.13, 0.65], [5.74, 2.99, 1.07], [-8.53, 3.58, -1.64], [-3.05, -3.92, 2.42], [0.36, 0.24, -1.18], [-3.33, -7.81, -2.20], [6.29, 2.83, 3.31], [-2.59, -6.18, -3.42], [9.42, 1.55, 3.11], [-6.66, -8.79, -1.97], [8.18, 3.15, 2.02], [-8.77, 1.78, -2.86], [-4.14, -1.50, -1.87], [-2.39, -2.45, 1.50], [14.97, 0.15, -0.62], [-8.63, 7.03, -1.71], [-6.19, 6.98, -0.71], [-3.07, -8.24, -1.22], [-2.54, -2.90, 2.55], [-8.87, 6.66, -0.71], [-4.35, -3.23, -0.49], [8.13, 3.69, 1.01], [6.78, 1.35, 2.34], [-2.98, -5.45, -1.42], [6.70, 2.50, 2.29], [-2.59, -0.26, -2.58], [-9.90, 2.24, -0.59], [-4.39, -3.38, -2.75], [-6.27, -6.98, -3.85], [12.37, -0.11, -0.91], [3.45, 1.25, 0.92], [12.85, 2.03, 2.01], [14.32, 0.09, 0.33], [-4.83, -4.39, -2.78], [-9.05, 2.90, -0.35], [-5.31, -6.43, -1.45], [-0.47, 1.06, 3.32], [3.05, -1.51, 0.25], [-4.87, -4.18, -0.36], [0.07, -1.28, 4.10], [6.06, 2.04, -0.19], [-6.61, 6.46, 0.16], [0.65, 0.00, -2.26], [11.80, 0.20, 1.30], [-7.19, 1.88, -2.11], [-3.20, -2.26, 3.22], [-1.25, -3.26, 4.38], [1.43, -0.01, -0.06], [6.59, 2.69, -0.97], [-1.53, 3.55, -1.14], [3.11, -0.80, -1.44], [10.73, 3.62, 1.91], [14.12, -3.55, 0.33], [-4.59, -6.67, -4.30], [-4.00, 2.98, -0.45], [12.70, 1.55, -0.22], [-3.91, -0.39, -2.26], [-4.85, -7.58, -2.29], [-2.07, 1.00, -2.05], [12.88, -2.30, -0.30], [-5.57, -8.91, -1.93], [-1.92, 3.93, -0.13], [10.71, 2.51, 0.40], [8.87, 1.10, 1.34], [4.00, 0.51, 0.25], [14.08, -1.52, 1.99], [0.96, 0.30, 1.39], [-3.01, -8.55, -2.95], [-7.53, 4.65, -1.36], [-9.49, 3.89, 0.72], [-9.75, 3.35, 1.64], [-1.44, 1.46, -2.90], [4.79, 0.00, 0.91], [-0.11, -2.18, 2.98], [-8.28, 2.25, 0.07], [4.77, 1.37, -0.87], [-2.85, 1.94, 2.20], [-5.20, -8.28, -4.34], [-10.36, 3.36, -2.82], [14.58, -2.34, -1.06], [-6.88, 7.22, 0.90], [15.70, -1.57, 1.12], [14.72, 0.89, 1.07], [-5.81, 5.86, 0.62], [-5.94, -3.97, -0.36], [-5.33, -6.86, -0.15], [-2.71, -5.75, -0.40], [2.89, 0.14, 3.12], [11.58, 1.38, 3.26], [-8.72, 5.62, 1.75], [-4.50, -5.18, -1.50], [5.06, 0.75, -1.79], [1.69, 0.16, 2.79], [-1.13, 1.86, 4.00], [-7.55, 4.34, 1.52], [-9.89, 6.30, -0.71]], "lowdin_spin": [0.00, 0.00, 0.00, 0.00, 0.00, 0.00, 0.00, 0.00, 0.00, 0.00, 0.00, 0.00, 0.00, 0.00, 0.00, 0.00, 0.00, 0.02, 0.00, 0.01, 0.00, 0.00, 0.00, 0.00, 0.00, 0.00, 0.00, 0.00, 0.00, 0.00, 0.00, 0.00, 0.00, 0.59, 0.00, 0.00, 0.00, 0.00, 0.00, 0.00, 0.00, 0.00, 0.00, 0.00, 0.00, 0.00, 0.00, 0.00, 0.00, 0.02, 0.00, 0.00, 0.01, 0.00, 0.00, 0.00, 0.00, 0.00, 0.00, 0.00, 0.00, 0.00, 0.00, 0.00, 0.00, 0.00, 0.00, 0.00, 0.00, 0.00, 0.01, 0.00, 0.00, 0.00, 0.00, 0.00, 0.00, 0.00, 0.00, 0.00, 0.00, 0.01, 0.32, 0.00, 0.00, 0.00, 0.00, 0.00, 0.00, 0.00, 0.00, 0.00, 0.00, 0.00, 0.00, 0.00, 0.00, 0.00, 0.00, 0.00, 0.00, 0.00, 0.00, 0.00, 0.02, 0.00, 0.00, 0.00, 0.00, 0.00, 0.00, 0.00, 0.00, 0.00, 0.00, 0.33, 0.00, 0.00, 0.00, 0.00, 0.00, 0.00, 0.00, 0.00, 0.00, 0.00, 0.00, 0.00, 0.00, 0.00, 0.00, 0.00, 0.59, 0.00, 0.00, 0.00, 0.00, 0.02, 0.00, 0.00, 0.00, 0.00, 0.00], "total_charge": 0, "e_tot_ha": -5197.89650, "s2": 2.0089, "multiplicity": 3, "homo_lumo_gap_ev": [7.9, 8.3]}